# 1
A structure of composition C37H52AsCsN3PS. Source: the Open Molecules 2025 dataset; level of theory: ωB97M-V with the def2-TZVPD basis set.

Summary:
F_max: 0.006 hartree/bohr
M: 809.71 g mol⁻¹
relative energy (zero: lowest compared OMol25 entry of this formula, charge and spin): 1.5 kcal/mol

Geometry (Å):
Cs -0.22 -0.98 0.81
C -1.09 -4.28 1.88
C -1.92 -4.04 0.79
C -1.39 -4.00 -0.49
C -0.02 -4.18 -0.69
C 0.81 -4.41 0.40
C 0.28 -4.46 1.68
H -1.50 -4.31 2.88
H -2.97 -3.86 0.95
H -2.04 -3.79 -1.33
H 0.39 -4.13 -1.69
H 1.88 -4.55 0.25
H 0.93 -4.65 2.53
N -1.68 1.64 -0.55
C -2.79 1.57 -1.42
C -2.70 2.15 -2.68
C -3.75 2.08 -3.58
C -4.92 1.41 -3.22
C -5.01 0.84 -1.96
C -3.98 0.91 -1.03
C -4.16 0.31 0.33
C -5.35 0.60 1.02
C -5.60 0.04 2.26
C -4.67 -0.83 2.81
C -3.50 -1.10 2.11
C -3.16 -0.53 0.87
H -1.28 2.57 -0.53
H -1.94 1.33 0.38
H -1.79 2.67 -2.94
H -3.66 2.55 -4.55
H -5.74 1.34 -3.92
H -5.92 0.32 -1.68
H -6.07 1.28 0.58
H -6.52 0.28 2.79
H -4.88 -1.31 3.77
H -2.79 -1.81 2.58
N -1.58 0.21 4.31
C -1.43 1.29 3.49
N -0.32 1.55 2.86
C -0.41 2.75 2.19
C 0.59 3.30 1.39
C 0.33 4.47 0.70
C -0.92 5.10 0.79
C -1.93 4.56 1.58
C -1.66 3.40 2.28
S -2.72 2.46 3.30
H -0.88 -0.51 4.13
H -2.52 -0.16 4.35
H 1.55 2.80 1.33
H 1.10 4.91 0.07
H -1.11 6.00 0.23
H -2.89 5.04 1.64
C 4.06 -0.43 -4.03
C 3.06 -1.25 -3.22
C 3.78 -2.36 -2.45
P 1.89 -0.36 -2.06
C 0.58 0.38 -3.16
C -0.59 -0.60 -3.22
C 0.98 0.82 -4.56
C 2.75 1.13 -1.34
C 3.97 0.69 -0.53
C 3.07 2.32 -2.23
H 4.60 -1.09 -4.72
H 4.80 0.04 -3.39
H 3.59 0.35 -4.62
H 2.36 -1.73 -3.92
H 4.47 -1.95 -1.71
H 4.36 -2.98 -3.14
H 3.07 -3.00 -1.92
H 0.24 1.25 -2.59
H -0.26 -1.58 -3.59
H -1.37 -0.23 -3.89
H -1.04 -0.73 -2.24
H 1.30 -0.03 -5.17
H 1.78 1.56 -4.57
H 0.11 1.26 -5.06
H 1.99 1.46 -0.63
H 4.80 0.41 -1.18
H 3.75 -0.17 0.11
H 4.31 1.51 0.11
H 3.80 2.08 -3.00
H 3.47 3.14 -1.63
H 2.17 2.70 -2.73
C 2.57 -1.44 5.69
As 1.90 -1.40 3.85
C 3.22 -2.63 3.07
C 2.77 0.26 3.29
H 3.65 -1.28 5.71
H 2.34 -2.40 6.14
H 2.08 -0.66 6.26
H 4.23 -2.32 3.31
H 3.10 -2.65 1.98
H 3.06 -3.64 3.44
H 3.84 0.23 3.52
H 2.30 1.10 3.79
H 2.64 0.40 2.21


# 2
An isolated molecule of C2H3ClO2S in a non-equilibrium geometry. Source: the Open Molecules 2025 dataset; level of theory: ωB97M-V with the def2-TZVPD basis set.

Summary:
SMILES string: O=C(Cl)CSO
F_max: 0.082 hartree/bohr
M: 126.56 g mol⁻¹
relative energy (zero: lowest compared OMol25 entry of this formula, charge and spin): 16.5 kcal/mol

Geometry (Å):
O 1.44 0.83 -1.10
C 1.35 0.27 -0.04
Cl 2.69 -0.45 0.66
C 0.07 0.07 0.70
S -1.24 -1.04 -0.09
O -2.09 -0.01 -1.00
H 0.13 -0.49 1.82
H -0.35 1.04 0.98
H -2.01 -0.22 -1.92


# 3
A cluster of 2 separate species, C14H26N2O13P in total in a non-equilibrium geometry. Source: the Open Molecules 2025 dataset; level of theory: ωB97M-V with the def2-TZVPD basis set.

Summary:
F_max: 0.086 hartree/bohr
total charge: -1
M: 461.34 g mol⁻¹
relative energy (zero: lowest compared OMol25 entry of this formula, charge and spin): 0.0 kcal/mol

Geometry (Å):
O 4.77 -0.32 5.38
O 0.07 -0.05 1.47
O 4.37 2.37 1.27
O -4.91 1.75 -4.33
O -0.70 1.43 0.07
O -4.43 -3.55 -4.61
O -4.55 -1.57 -2.47
O -3.15 0.99 -0.21
O -1.49 -3.39 -1.52
O -1.74 -1.60 0.58
O -4.43 2.54 -2.02
O -2.57 2.60 -3.81
O -3.36 0.34 -2.92
C 4.49 0.40 4.43
C 0.09 1.11 0.99
C 4.12 1.17 1.40
N 4.85 0.23 0.79
N 3.55 0.00 3.56
C 5.22 1.71 4.26
C 5.97 0.51 -0.11
C -3.88 -3.74 -3.30
C -4.23 -0.27 -1.97
C 1.07 2.16 1.53
C -3.40 -2.41 -2.71
C -3.51 -0.35 -0.61
C -2.68 -2.62 -1.37
C -2.28 -1.28 -0.72
C 1.94 1.70 2.72
C 3.02 0.66 2.35
P -3.85 1.81 -3.30
H -4.78 -4.38 -4.96
H -2.15 1.06 -0.03
H -0.98 -3.29 -0.69
H -1.09 -0.91 0.90
H -3.88 2.18 -1.29
H -1.93 2.43 -3.11
H 4.61 -0.73 0.97
H 3.11 -0.86 3.82
H 5.89 1.65 3.41
H 5.80 1.91 5.16
H 4.51 2.52 4.11
H 5.62 1.12 -0.94
H 6.73 1.08 0.43
H 6.40 -0.42 -0.48
H -4.63 -4.18 -2.64
H -3.03 -4.43 -3.36
H -5.18 0.28 -1.85
H 1.72 2.50 0.72
H 0.49 3.03 1.87
H -2.71 -1.95 -3.42
H -4.20 -0.77 0.12
H -3.36 -3.15 -0.69
H -1.51 -0.80 -1.33
H 2.42 2.58 3.16
H 1.28 1.28 3.49
H 2.50 -0.11 1.80


# 4
An isolated molecule of C4H8O2 in a non-equilibrium geometry. Source: the Open Molecules 2025 dataset; level of theory: ωB97M-V with the def2-TZVPD basis set.

Summary:
F_max: 0.025 hartree/bohr
M: 88.11 g mol⁻¹
relative energy (zero: lowest compared OMol25 entry of this formula, charge and spin): 89.6 kcal/mol

Geometry (Å):
C 2.08 0.47 -0.67
O 0.73 0.09 -0.70
C 0.31 -0.47 0.53
C -1.18 -0.76 0.39
C -1.85 0.56 0.35
O -2.81 0.62 -0.54
H 2.33 0.88 -1.65
H 2.74 -0.39 -0.46
H 2.27 1.23 0.10
H 0.46 0.26 1.34
H 0.88 -1.38 0.76
H -1.54 -1.20 1.33
H -1.40 -1.44 -0.45
H -3.03 1.54 -0.34


# 5
An isolated molecule of C10H11N in a non-equilibrium geometry. Source: the Open Molecules 2025 dataset; level of theory: ωB97M-V with the def2-TZVPD basis set.

Summary:
SMILES string: c1ccc2c(c1)[C@H]1CN[C@@H]2C1
F_max: 0.044 hartree/bohr
M: 145.21 g mol⁻¹
relative energy (zero: lowest compared OMol25 entry of this formula, charge and spin): 0.0 kcal/mol

Geometry (Å):
C 2.68 0.65 -0.13
C 2.60 -0.75 -0.16
C 1.40 -1.44 -0.01
C 0.25 -0.68 0.12
C 0.32 0.74 0.16
C 1.51 1.44 -0.02
C -1.17 1.16 0.33
C -1.93 0.69 -0.94
N -1.92 -0.80 -0.91
C -1.16 -1.10 0.33
C -1.65 0.07 1.25
H 3.64 1.11 -0.16
H 3.53 -1.30 -0.20
H 1.37 -2.53 -0.03
H 1.54 2.53 -0.06
H -1.34 2.20 0.56
H -2.95 1.04 -0.92
H -1.47 1.09 -1.87
H -2.88 -1.17 -0.79
H -1.30 -2.13 0.70
H -1.18 0.07 2.25
H -2.72 -0.01 1.38


# 6
A structure of composition C30H28BCo2F3O8 in a non-equilibrium geometry. Source: the Open Molecules 2025 dataset; level of theory: ωB97M-V with the def2-TZVPD basis set.

Summary:
F_max: 0.088 hartree/bohr
M: 702.22 g mol⁻¹
relative energy (zero: lowest compared OMol25 entry of this formula, charge and spin): 39.7 kcal/mol

Geometry (Å):
C -2.69 -2.35 3.08
C -1.48 -2.36 2.17
C -0.33 -3.12 2.83
C -1.75 -2.85 0.67
C -1.47 -4.32 0.43
C -3.15 -2.51 0.20
O -0.82 -2.06 -0.13
B -0.33 -1.14 0.79
C 1.20 -0.89 0.90
C 1.71 -0.24 2.03
C 3.10 -0.11 2.19
C 3.95 -0.65 1.23
C 5.44 -0.43 1.37
F 6.15 -1.45 0.80
F 5.82 0.74 0.74
F 5.82 -0.33 2.68
C 3.45 -1.34 0.14
C 2.07 -1.47 -0.03
C -1.12 0.87 -0.44
C 0.19 1.51 -0.57
C -2.11 1.17 0.53
C -3.47 1.06 0.13
C -4.48 1.66 0.87
C -4.17 2.31 2.08
C -2.84 2.36 2.54
C -1.82 1.79 1.78
O -1.06 -1.00 1.97
H -3.08 -3.37 3.17
H -2.39 -2.01 4.07
H -3.47 -1.69 2.70
H -0.65 -4.13 3.10
H 0.56 -3.17 2.19
H -0.04 -2.60 3.75
H -2.14 -4.93 1.04
H -1.66 -4.56 -0.62
H -0.43 -4.58 0.67
H -3.88 -3.13 0.73
H -3.39 -1.45 0.34
H -3.24 -2.74 -0.88
H 1.06 0.16 2.80
H 3.49 0.42 3.04
H 4.13 -1.77 -0.59
H 1.68 -2.03 -0.89
H -1.40 0.14 -1.21
H 0.89 0.89 -1.14
H 0.01 2.42 -1.14
H 0.67 1.76 0.38
H -3.69 0.57 -0.83
H -5.52 1.61 0.51
H -4.97 2.77 2.67
H -2.59 2.85 3.49
H -0.78 1.84 2.11
O -4.65 8.12 -5.92
C -4.20 7.27 -5.28
Co -3.51 5.92 -4.37
C -3.45 4.57 -5.52
O -3.47 3.73 -6.32
C -5.08 5.47 -3.68
O -6.11 5.15 -3.26
C -2.59 5.52 -2.62
C -1.97 4.30 -2.45
C -1.95 3.15 -1.76
Co -1.14 5.37 -3.63
C -0.71 4.00 -4.66
O -0.41 3.13 -5.36
C -1.42 6.66 -4.94
O -1.06 7.48 -5.69
C 0.50 5.84 -3.10
O 1.57 6.13 -2.77
H -2.92 6.16 -1.80
H -1.91 2.20 -2.31
H -2.13 3.19 -0.69


# 7
A cluster of 2 separate species, C3H7NO in total in a non-equilibrium geometry. Source: the Open Molecules 2025 dataset; level of theory: ωB97M-V with the def2-TZVPD basis set.

Summary:
SMILES string: C=CN.C=O
F_max: 0.071 hartree/bohr
M: 73.09 g mol⁻¹
relative energy (zero: lowest compared OMol25 entry of this formula, charge and spin): 65.9 kcal/mol

Geometry (Å):
C 1.32 0.48 2.29
C 1.61 0.74 0.97
N 0.78 0.40 -0.19
H 0.43 -0.09 2.66
H 2.02 0.85 3.15
H 2.47 1.34 0.78
H 1.29 0.53 -1.11
H 0.00 -0.27 -0.18
C -2.50 -0.98 -2.08
O -1.91 -2.05 -2.19
H -3.63 -0.89 -2.09
H -1.87 -0.06 -2.02


# 8
A cluster of 2 separate species, C4H13NO2 in total in a non-equilibrium geometry. Source: the Open Molecules 2025 dataset; level of theory: ωB97M-V with the def2-TZVPD basis set.

Summary:
SMILES string: CCNCCO.O
F_max: 0.055 hartree/bohr
M: 107.15 g mol⁻¹
relative energy (zero: lowest compared OMol25 entry of this formula, charge and spin): 38.9 kcal/mol

Geometry (Å):
C 2.39 0.35 -0.99
C 1.23 1.40 -1.08
N 0.38 1.29 0.15
C -0.01 -0.03 0.65
C -1.18 0.05 1.58
O -2.44 -0.31 1.01
H 1.94 -0.62 -0.77
H 2.85 0.53 -0.01
H 3.11 0.41 -1.81
H 0.68 1.16 -1.98
H 1.74 2.36 -1.05
H 0.79 1.83 0.89
H 0.74 -0.70 1.10
H -0.19 -0.56 -0.31
H -1.01 -0.58 2.47
H -1.08 1.01 2.08
H -2.78 0.53 0.67
O -2.64 -2.69 -1.12
H -2.80 -3.05 -0.25
H -1.75 -2.37 -1.24


# 9
An isolated molecule of C4H9NOS in a non-equilibrium geometry. Source: the Open Molecules 2025 dataset; level of theory: ωB97M-V with the def2-TZVPD basis set.

Summary:
SMILES string: O=CNCCCS
F_max: 0.024 hartree/bohr
M: 119.19 g mol⁻¹
relative energy (zero: lowest compared OMol25 entry of this formula, charge and spin): 24.6 kcal/mol

Geometry (Å):
O 1.42 2.30 -1.18
C 0.81 1.34 -0.76
N -0.51 1.36 -0.41
C -1.47 0.36 -0.83
C -1.02 -1.10 -0.74
C -0.74 -1.59 0.69
S 0.78 -1.03 1.54
H 1.33 0.37 -0.70
H -0.81 2.33 -0.43
H -1.67 0.52 -1.90
H -2.40 0.45 -0.28
H -0.22 -1.40 -1.42
H -1.91 -1.64 -1.06
H -0.64 -2.67 0.66
H -1.63 -1.42 1.30
H 1.02 -2.25 2.04


# 10
A structure of composition C31H36N6O5PbS. Source: the Open Molecules 2025 dataset; level of theory: ωB97M-V with the def2-TZVPD basis set.

Summary:
F_max: 0.004 hartree/bohr
total charge: +2
M: 811.93 g mol⁻¹

Geometry (Å):
Pb -1.36 0.50 -0.38
C -0.68 3.23 1.50
C -0.85 3.95 0.18
O -0.71 3.02 -0.91
C -1.18 3.58 -2.14
C -1.42 2.47 -3.13
O -2.34 1.50 -2.64
C -3.72 1.91 -2.62
C -4.32 1.51 -1.30
O -3.55 2.13 -0.28
C -3.92 1.83 1.06
C -2.95 2.55 1.95
O -1.61 2.14 1.62
H -0.82 3.94 2.32
H 0.32 2.80 1.59
H -0.09 4.74 0.10
H -1.83 4.42 0.12
H -0.44 4.28 -2.54
H -2.11 4.13 -1.95
H -0.49 1.93 -3.33
H -1.77 2.89 -4.08
H -4.25 1.44 -3.45
H -3.78 2.99 -2.73
H -4.30 0.42 -1.18
H -5.37 1.83 -1.25
H -3.85 0.74 1.23
H -4.94 2.15 1.27
H -3.14 2.32 3.00
H -3.05 3.63 1.80
N -3.03 -4.07 0.14
C -4.32 -3.65 0.42
C -5.49 -4.36 0.65
C -6.62 -3.61 0.90
C -6.58 -2.21 0.90
C -5.41 -1.52 0.67
C -4.25 -2.25 0.42
N -2.93 -1.85 0.15
C -2.26 -2.97 -0.02
C -0.84 -3.06 -0.35
C -0.11 -4.20 -0.53
S 1.50 -3.81 -0.92
C 1.12 -2.15 -0.81
N -0.13 -1.90 -0.51
H -2.74 -5.03 0.05
H -5.51 -5.44 0.65
H -7.56 -4.12 1.09
H -7.49 -1.66 1.09
H -5.42 -0.44 0.67
H -0.43 -5.23 -0.46
H 1.87 -1.39 -0.97
C 5.28 -4.26 0.11
C 5.52 -2.78 0.16
C 6.09 -2.18 1.28
C 6.32 -0.82 1.33
C 6.00 -0.01 0.24
N 6.30 1.38 0.32
C 5.60 2.42 -0.23
O 6.10 3.48 -0.52
N 4.23 2.20 -0.49
C 3.29 1.56 0.30
C 3.53 1.06 1.58
C 2.51 0.39 2.24
C 1.28 0.24 1.63
N 1.04 0.75 0.42
C 2.01 1.39 -0.22
C 5.45 -0.59 -0.90
C 5.20 -1.96 -0.92
H 5.96 -4.80 0.76
H 5.40 -4.65 -0.90
H 4.26 -4.51 0.43
H 6.38 -2.80 2.12
H 6.77 -0.37 2.21
H 7.26 1.63 0.53
H 3.88 2.93 -1.10
H 4.49 1.20 2.05
H 2.68 -0.02 3.23
H 0.47 -0.30 2.12
H 1.76 1.79 -1.21
H 5.26 0.01 -1.77
H 4.81 -2.40 -1.83


| no. | Kohn-Sham gap (eV) | highest occupied orbital energy (eV) | calculated total energy (Eh) |
| --- | --- | --- | --- |
| 1 | 6.436 | -6.334 | -4600.801793 |
| 2 | 9.656 | -9.276 | -1086.824488 |
| 3 | 9.121 | -6.768 | -1978.349086 |
| 4 | 9.549 | -8.458 | -307.569722 |
| 5 | 9.684 | -8.733 | -442.387958 |
| 6 | 3.708 | -6.721 | -4851.735366 |
| 7 | 8.836 | -8.270 | -248.421533 |
| 8 | 9.719 | -8.892 | -365.380443 |
| 9 | 9.885 | -9.229 | -685.979795 |
| 10 | 7.427 | -12.946 | -2498.243222 |